<P>
Molecular formula: CHClN4O
Method: DFT, ωB97M-V with the def2-TZVPD basis set

- SMILES string = OC1(Cl)N=NN=N1
- E_HOMO (eV) = -11.2
- Kohn-Sham gap (eV) = 9.35

Atoms and positions in Å:
1 Cl 0.526 2.059 -0.293
2 O -1.487 0.488 0.524
3 N 0.828 -0.216 1.054
4 N 0.875 -1.279 -0.844
5 N 1.381 -1.143 0.493
6 N 0.073 -0.396 -1.044
7 C -0.040 0.409 0.134
8 H -2.155 0.078 -0.023

Atomic charges from the Mulliken analysis, expressed in e, are listed below:
1 Cl -0.125
2 O -0.486
3 N -0.091
4 N -0.123
5 N -0.099
6 N -0.136
7 C 0.727
8 H 0.335

=====

<Q>
Molecular formula: CHClN4O
Method: DFT, ωB97M-V with the def2-TZVPD basis set

- SMILES string = OC1(Cl)N=NN=N1
- E_HOMO (eV) = -10.9
- Kohn-Sham gap (eV) = 9.33

Atoms and positions in Å:
1 Cl 0.941 -1.764 -0.223
2 O -1.380 -0.725 0.453
3 N 0.955 1.635 0.554
4 N 0.804 0.549 1.039
5 N 0.266 1.622 -0.778
6 N -0.086 0.513 -1.066
7 C 0.150 -0.329 0.109
8 H -1.650 -1.501 -0.087

Atomic charges from the Mulliken analysis, expressed in e, are listed below:
1 Cl -0.117
2 O -0.495
3 N -0.112
4 N -0.087
5 N -0.156
6 N -0.006
7 C 0.657
8 H 0.316

=====

The most stable arrangement is <P>, and the next structure is 36.9 kJ/mol less stable.

=====

<P>
Molecular formula: C3N2O
Method: DFT, ωB97M-V with the def2-TZVPD basis set

- E_HOMO (spin up / spin down) (eV) = -10.2 / -10.5
- Kohn-Sham gap (spin up / spin down) (eV) = 7.12 / 7.70

Atoms and positions in Å:
1 O -0.421 1.220 0.091
2 N -2.345 -0.560 0.239
3 N 2.529 -0.584 0.215
4 C -1.336 -0.050 -0.078
5 C 1.466 -0.192 -0.041
6 C 0.107 0.165 -0.427

Atomic charges from the Mulliken analysis, expressed in e, are listed below:
1 O -0.216
2 N -0.365
3 N -0.225
4 C 0.290
5 C 0.136
6 C 0.380

=====

<Q>
Molecular formula: C3N2O
Method: DFT, ωB97M-V with the def2-TZVPD basis set

- SMILES string = N#CC(=O)C#N
- E_HOMO (eV) = -12.2
- Kohn-Sham gap (eV) = 9.53

Atoms and positions in Å:
1 O 0.052 1.875 -0.129
2 N 1.771 -1.245 -0.164
3 N -1.965 -1.006 -0.062
4 C 1.135 -0.101 0.232
5 C -1.008 -0.237 0.058
6 C 0.015 0.714 0.064

Atomic charges from the Mulliken analysis, expressed in e, are listed below:
1 O -0.378
2 N -0.266
3 N -0.303
4 C 0.204
5 C 0.267
6 C 0.477

=====

The most stable arrangement is <Q>, and the next structure is 102.0 kJ/mol less stable.

=====

<P>
Molecular formula: C7H10N2O2
Method: DFT, ωB97M-V with the def2-TZVPD basis set

- SMILES string = CO[C@@]1(C(N)=O)CC=CC=N1
- E_HOMO (eV) = -8.5
- Kohn-Sham gap (eV) = 9.17

Atoms and positions in Å:
1 O -0.160 -0.347 1.430
2 O 1.932 -0.379 -1.522
3 N 0.096 1.429 -0.156
4 N 1.718 -1.780 0.283
5 C -1.349 0.061 -2.017
6 C 1.380 -0.770 -0.532
7 C 0.378 0.662 2.355
8 C -0.066 0.035 0.067
9 C -0.660 1.122 -2.424
10 C -1.217 -0.562 -0.692
11 C -0.165 1.974 -1.275
12 H 0.043 3.026 -1.331
13 H 2.636 -2.218 0.488
14 H -0.555 1.375 -3.458
15 H -0.321 1.459 2.365
16 H -2.241 -0.484 -0.116
17 H 1.063 -1.884 1.083
18 H 0.367 0.028 3.126
19 H -1.089 -1.689 -0.926
20 H 1.336 1.134 2.030
21 H -1.905 -0.489 -2.835

Atomic charges from the Mulliken analysis, expressed in e, are listed below:
1 O -0.510
2 O -0.561
3 N -0.618
4 N -0.377
5 C -0.281
6 C 0.236
7 C -0.872
8 C 0.933
9 C -0.521
10 C -0.491
11 C -0.207
12 H 0.455
13 H 0.257
14 H 0.416
15 H 0.309
16 H 0.307
17 H 0.303
18 H 0.387
19 H 0.262
20 H 0.292
21 H 0.281

=====

<Q>
Molecular formula: C7H10N2O2
Method: DFT, ωB97M-V with the def2-TZVPD basis set

- SMILES string = CC(=O)[C@H]1CO1.[H]/N=C(/N)C#C
- E_HOMO (eV) = -9.2
- Kohn-Sham gap (eV) = 9.89

Atoms and positions in Å:
1 O -0.235 -1.897 -2.385
2 O 2.400 0.077 -0.958
3 N -1.835 2.426 3.815
4 N -3.108 1.459 2.161
5 C -1.908 1.812 2.694
6 C 0.222 1.122 1.234
7 C 0.624 -1.621 -3.478
8 C 0.650 -0.790 -2.264
9 C 2.074 -2.294 -0.734
10 C -0.770 1.433 1.888
11 C 1.782 -0.917 -1.281
12 H 1.224 -2.629 -0.130
13 H -3.188 0.980 1.266
14 H 0.190 0.210 -2.290
15 H -0.858 2.607 4.053
16 H 2.208 -3.016 -1.541
17 H -3.960 1.700 2.676
18 H 2.977 -2.256 -0.113
19 H 0.137 -1.229 -4.376
20 H 1.086 0.873 0.659
21 H 1.414 -2.348 -3.649

Atomic charges from the Mulliken analysis, expressed in e, are listed below:
1 O -0.416
2 O -0.598
3 N -0.711
4 N -0.415
5 C -0.273
6 C 0.731
7 C -0.416
8 C 0.269
9 C -1.114
10 C -0.548
11 C 0.432
12 H 0.294
13 H 0.200
14 H 0.407
15 H 0.242
16 H 0.345
17 H 0.241
18 H 0.339
19 H 0.256
20 H 0.535
21 H 0.199

=====

The most stable arrangement is <P>, and the next structure is 115.2 kJ/mol less stable.

=====

<P>
Molecular formula: C8H12
Method: DFT, ωB97M-V with the def2-TZVPD basis set

- SMILES string = C=C(C)/C=C/C=C/C
- E_HOMO (eV) = -8.3
- Kohn-Sham gap (eV) = 9.14

Atoms and positions in Å:
1 C 1.527 0.137 0.336
2 C -2.765 -0.805 -0.692
3 C 0.225 0.018 -0.329
4 C -2.839 1.608 -1.095
5 C -0.830 0.751 0.061
6 C 3.740 -0.521 1.263
7 C 2.471 -0.786 0.491
8 C -2.137 0.584 -0.612
9 H -2.640 2.669 -1.071
10 H -2.797 -1.150 -1.721
11 H 4.438 0.121 0.712
12 H -0.638 1.446 0.853
13 H -2.119 -1.537 -0.206
14 H -3.849 1.318 -1.386
15 H 2.345 -1.792 0.118
16 H 1.658 1.105 0.810
17 H 3.497 -0.127 2.244
18 H -3.716 -0.775 -0.167
19 H 4.372 -1.402 1.331
20 H 0.056 -0.862 -0.940

Atomic charges from the Mulliken analysis, expressed in e, are listed below:
1 C -0.258
2 C -1.352
3 C -0.306
4 C -0.969
5 C -0.547
6 C -1.101
7 C -0.128
8 C 0.696
9 H 0.344
10 H 0.317
11 H 0.283
12 H 0.371
13 H 0.373
14 H 0.263
15 H 0.350
16 H 0.282
17 H 0.284
18 H 0.402
19 H 0.345
20 H 0.353

=====

<Q>
Molecular formula: C8H12
Method: DFT, ωB97M-V with the def2-TZVPD basis set

- E_HOMO (eV) = -9.1
- Kohn-Sham gap (eV) = 10.29

Atoms and positions in Å:
1 C 1.765 0.296 1.267
2 C -0.353 0.530 0.565
3 C -1.430 0.073 -0.419
4 C 0.190 0.494 2.021
5 C 0.849 -0.326 0.169
6 C -0.703 0.722 -1.560
7 C -1.026 -1.243 -0.793
8 C 0.356 -0.515 -1.228
9 H -2.211 0.708 -0.103
10 H -1.181 -1.929 -0.046
11 H -0.019 1.205 2.767
12 H 0.841 -1.300 0.569
13 H -1.215 0.214 -2.467
14 H 2.309 1.196 0.866
15 H 2.468 -0.563 1.663
16 H -0.205 1.690 -2.153
17 H -0.122 -0.658 2.331
18 H 1.186 -0.585 -2.131
19 H 0.260 1.571 0.274
20 H -1.760 -1.582 -1.591

Atomic charges from the Mulliken analysis, expressed in e, are listed below:
1 C -0.686
2 C 0.010
3 C -0.214
4 C -0.587
5 C -0.346
6 C -0.686
7 C -0.892
8 C -0.239
9 H 0.477
10 H 0.420
11 H 0.384
12 H 0.301
13 H 0.323
14 H 0.276
15 H 0.294
16 H 0.277
17 H 0.168
18 H 0.252
19 H 0.176
20 H 0.292

=====

The most stable arrangement is <P>, and the next structure is 611.4 kJ/mol less stable.

=====

<P>
Molecular formula: C8H12
Method: DFT, ωB97M-V with the def2-TZVPD basis set

- E_HOMO (eV) = -8.7
- Kohn-Sham gap (eV) = 9.75

Atoms and positions in Å:
1 C -0.847 -1.024 -0.775
2 C 0.623 0.187 -0.272
3 C -0.333 1.215 -0.942
4 C -1.088 -0.105 1.653
5 C -0.302 -0.611 0.610
6 C 1.842 0.701 0.494
7 C 0.647 -0.908 -1.342
8 C -1.350 0.316 -1.223
9 H 1.623 1.853 0.793
10 H 2.238 0.042 1.711
11 H -1.918 -0.800 1.998
12 H -0.284 -0.080 2.532
13 H -1.663 0.906 1.518
14 H -2.434 0.508 -1.625
15 H 1.302 -1.791 -1.196
16 H -1.527 -1.912 -1.029
17 H -0.410 2.297 -1.354
18 H 2.823 1.041 -0.165
19 H 0.311 -1.468 1.009
20 H 0.747 -0.368 -2.398

Atomic charges from the Mulliken analysis, expressed in e, are listed below:
1 C -0.247
2 C 1.011
3 C -0.822
4 C -1.445
5 C -0.109
6 C -1.282
7 C -0.535
8 C -0.358
9 H 0.314
10 H 0.225
11 H 0.349
12 H 0.298
13 H 0.245
14 H 0.272
15 H 0.333
16 H 0.418
17 H 0.237
18 H 0.285
19 H 0.525
20 H 0.288

=====

<Q>
Molecular formula: C8H12
Method: DFT, ωB97M-V with the def2-TZVPD basis set

- SMILES string = C=C/C=C(\C)C(=C)C
- E_HOMO (eV) = -7.9
- Kohn-Sham gap (eV) = 8.68

Atoms and positions in Å:
1 C -0.068 0.080 1.124
2 C 1.226 0.619 3.104
3 C -0.079 0.289 -0.227
4 C -0.282 -0.929 -1.021
5 C 0.450 1.046 2.113
6 C 0.245 -2.107 -0.612
7 C -0.998 -0.932 -2.355
8 C -0.239 1.666 -0.790
9 H 0.277 -2.957 -1.284
10 H -1.716 -1.752 -2.458
11 H 0.398 1.954 -1.624
12 H -1.558 0.003 -2.400
13 H 1.192 -0.441 3.351
14 H 0.899 -2.154 0.234
15 H -0.012 2.015 1.956
16 H -0.370 -0.855 1.580
17 H 2.015 1.221 3.551
18 H 0.096 2.320 0.020
19 H -1.228 1.987 -1.127
20 H -0.248 -1.073 -3.134

Atomic charges from the Mulliken analysis, expressed in e, are listed below:
1 C -0.656
2 C -0.749
3 C 0.805
4 C 0.740
5 C -0.408
6 C -1.253
7 C -1.337
8 C -1.295
9 H 0.311
10 H 0.399
11 H 0.344
12 H 0.328
13 H 0.257
14 H 0.407
15 H 0.354
16 H 0.533
17 H 0.266
18 H 0.359
19 H 0.297
20 H 0.296

=====

<R>
Molecular formula: C8H12
Method: DFT, ωB97M-V with the def2-TZVPD basis set

- SMILES string = C=C/C=C/C(=C)CC
- E_HOMO (eV) = -8.3
- Kohn-Sham gap (eV) = 9.09

Atoms and positions in Å:
1 C -0.315 1.780 -0.981
2 C 0.400 0.931 -0.254
3 C -1.960 -3.308 -1.157
4 C -0.115 -0.414 0.107
5 C 1.424 2.019 1.764
6 C 1.703 1.300 0.406
7 C -1.332 -2.505 -0.302
8 C -0.860 -1.171 -0.707
9 H 2.252 2.685 2.025
10 H -1.112 -0.805 -1.693
11 H 2.349 1.900 -0.233
12 H 2.262 0.391 0.627
13 H -1.182 -2.730 0.748
14 H 0.199 -0.810 1.065
15 H -1.293 1.495 -1.354
16 H 0.506 2.593 1.696
17 H -2.078 -3.088 -2.206
18 H -2.298 -4.291 -0.863
19 H 0.045 2.767 -1.227
20 H 1.405 1.260 2.541

Atomic charges from the Mulliken analysis, expressed in e, are listed below:
1 C -0.975
2 C 0.657
3 C -0.814
4 C -0.454
5 C -1.011
6 C -0.841
7 C -0.124
8 C -0.155
9 H 0.326
10 H 0.329
11 H 0.421
12 H 0.355
13 H 0.268
14 H 0.280
15 H 0.298
16 H 0.334
17 H 0.251
18 H 0.268
19 H 0.305
20 H 0.281

=====

The most stable arrangement is <R>, and the next structure is 108.9 kJ/mol less stable.